Entry from OMol25: one molecule with the formula C22H26O6 (ωB97M-V/def2-TZVPD).

The energy above the lowest of the compared OMol25 structures with the same formula, charge and spin is 58.93 kcal per mole. The calculation puts the gap between HOMO and LUMO at 0.327 Ha. As for the SMILES: CC(=O)c1ccccc1OCCOCCOCCOc1ccccc1C(C)=O.

Positions of all 54 atoms, in Å:
C: -2.617 1.937 1.667
C: -2.000 0.606 1.304
O: -2.447 -0.045 0.384
C: -0.868 0.144 2.141
C: -0.452 0.865 3.260
C: 0.566 0.414 4.075
C: 1.188 -0.788 3.789
C: 0.810 -1.522 2.681
C: -0.200 -1.066 1.836
O: -0.581 -1.719 0.718
C: 0.036 -2.934 0.358
C: -0.526 -3.350 -0.999
O: 0.217 -2.713 -2.016
C: -0.295 -2.901 -3.320
C: -1.427 -1.929 -3.696
O: -0.985 -0.695 -4.219
C: -0.137 0.073 -3.391
C: -0.765 0.407 -2.030
O: -0.113 1.475 -1.367
C: 0.914 1.215 -0.522
C: 1.656 0.036 -0.551
C: 2.690 -0.173 0.341
C: 2.998 0.775 1.303
C: 2.254 1.933 1.358
C: 1.225 2.185 0.451
C: 0.491 3.462 0.625
C: -0.090 4.111 -0.600
O: 0.381 3.964 1.725
H: -1.867 2.722 1.700
H: -3.094 1.870 2.642
H: -3.372 2.186 0.924
H: -0.928 1.801 3.500
H: 0.870 0.995 4.931
H: 1.975 -1.160 4.427
H: 1.312 -2.454 2.475
H: 1.122 -2.813 0.268
H: -0.187 -3.709 1.104
H: -0.449 -4.442 -1.117
H: -1.584 -3.063 -1.037
H: -0.652 -3.933 -3.432
H: 0.548 -2.748 -3.999
H: -2.017 -2.364 -4.506
H: -2.082 -1.772 -2.830
H: 0.829 -0.429 -3.259
H: 0.028 1.000 -3.948
H: -0.801 -0.468 -1.379
H: -1.788 0.762 -2.195
H: 1.425 -0.733 -1.270
H: 3.263 -1.088 0.281
H: 3.801 0.606 2.003
H: 2.454 2.685 2.107
H: -1.003 3.587 -0.875
H: 0.597 4.041 -1.438
H: -0.325 5.151 -0.382

=====

Entry from OMol25: C22H27AuNO7P2STe as an isolated structure (ωB97M-V/def2-TZVPD).

The calculation puts the gap between HOMO and LUMO (spin up / spin down) at 0.320 / 0.242 Ha. The total charge is +1. Its multiplicity is 3.

Positions of all 62 atoms, in Å:
Au: -0.361 -0.049 -1.076
N: 1.890 -3.870 1.334
C: 0.926 -3.132 0.402
C: 0.232 -4.147 -0.513
P: -0.321 -2.360 1.590
O: 0.021 -0.783 1.700
O: 0.030 -3.035 2.877
O: -1.683 -2.461 0.974
P: 2.008 -2.083 -0.666
O: 2.602 -1.083 0.483
O: 3.082 -2.939 -1.197
O: 1.167 -1.294 -1.678
H: 1.383 -3.882 2.260
H: 2.760 -3.350 1.440
H: 2.121 -4.796 0.985
H: -0.382 -4.849 0.055
H: 0.973 -4.689 -1.105
H: -0.425 -3.623 -1.205
H: 0.784 -0.640 2.279
H: 3.451 -0.722 0.180
Te: -2.900 -1.208 -0.949
C: -3.031 -3.143 -1.733
C: -3.185 -4.228 -0.871
C: -3.379 -5.492 -1.408
C: -3.427 -5.668 -2.786
C: -3.282 -4.582 -3.637
C: -3.083 -3.313 -3.115
H: -3.151 -4.078 0.199
H: -3.500 -6.340 -0.746
H: -3.584 -6.658 -3.198
H: -3.336 -4.719 -4.709
H: -2.966 -2.464 -3.778
O: -1.749 1.500 -0.470
S: -1.536 2.836 0.258
C: -0.302 2.479 1.519
C: -0.067 3.670 2.415
C: -1.136 4.317 3.036
C: -0.908 5.388 3.886
C: 0.390 5.822 4.127
C: 1.457 5.183 3.512
C: 1.229 4.113 2.658
C: -0.582 3.894 -0.890
C: 0.677 3.264 -1.401
C: 1.910 3.584 -0.838
C: 3.069 2.968 -1.290
C: 3.007 2.023 -2.308
C: 1.786 1.715 -2.891
C: 0.625 2.333 -2.440
H: 0.603 2.144 1.011
H: -0.743 1.637 2.056
H: -2.151 3.976 2.859
H: -1.743 5.881 4.368
H: 0.568 6.653 4.798
H: 2.471 5.517 3.698
H: 2.067 3.608 2.188
H: -0.402 4.814 -0.328
H: -1.293 4.096 -1.692
H: 1.964 4.336 -0.060
H: 4.025 3.236 -0.855
H: 3.912 1.550 -2.668
H: 1.736 1.003 -3.706
H: -0.319 2.143 -2.942

=====

Entry from OMol25: C22H27ClMnN2Se as an isolated structure in a non-equilibrium geometry (ωB97M-V/def2-TZVPD).

The calculation puts the gap between HOMO and LUMO (spin up / spin down) at 0.163 / 0.154 Ha. The total charge is +2. Its multiplicity is 4.

Positions of all 54 atoms, in Å:
C: 0.050 0.528 -6.435
C: 1.434 1.022 -6.267
C: -0.215 -0.930 -6.468
C: -1.089 1.465 -6.343
Cl: 0.128 0.897 -2.764
H: -0.239 -1.186 -7.548
H: -1.209 -1.175 -6.005
H: 0.600 -1.518 -5.963
H: 1.784 1.255 -7.286
H: 2.103 0.239 -5.849
H: 1.502 1.959 -5.675
H: -1.281 1.780 -7.381
H: -0.870 2.380 -5.754
H: -2.003 0.956 -5.967
C: 1.258 -1.329 0.447
C: 0.650 -2.213 -0.524
C: 1.153 -1.868 -1.828
H: 0.097 -3.150 -0.296
C: 1.947 -0.685 -1.691
C: 1.962 -0.313 -0.281
H: 2.443 0.579 0.166
H: 1.221 -1.425 1.551
H: 1.042 -2.546 -2.692
H: 2.531 -0.124 -2.446
C: -1.969 0.833 -0.186
C: -1.953 -0.423 0.533
C: -1.945 -1.488 -0.478
H: -1.980 -0.526 1.623
C: -2.243 -0.884 -1.766
C: -2.233 0.552 -1.604
H: -2.410 1.349 -2.318
H: -1.873 1.822 0.277
H: -1.969 -2.565 -0.292
H: -2.555 -1.497 -2.612
Mn: -0.249 -0.389 -1.150
C: -1.797 1.284 4.112
N: -0.443 0.756 4.213
C: 0.577 0.978 3.309
Se: 0.551 2.167 1.910
N: 1.660 0.282 3.819
C: 1.394 -0.135 5.129
C: 2.277 -0.387 6.160
C: 1.762 -0.391 7.449
C: 0.399 -0.101 7.706
C: -0.475 0.206 6.660
C: 0.050 0.159 5.382
H: -2.093 1.670 5.088
H: -2.498 0.496 3.808
H: -1.808 2.086 3.375
H: 2.573 0.307 3.382
H: 3.317 -0.579 5.919
H: 2.413 -0.610 8.306
H: 0.034 -0.091 8.739
H: -1.514 0.519 6.807

=====

Entry from OMol25: one molecule with the formula C22H27F3N4O3S (ωB97M-V/def2-TZVPD).

The calculation puts the gap between HOMO and LUMO at 0.294 Ha. As for the SMILES: NS(=O)(=O)c1ccc(CCNC(=O)CN2CCN(Cc3cccc(C(F)(F)F)c3)CC2)cc1.

Positions of all 60 atoms, in Å:
N: 1.287 -0.137 5.120
S: 0.217 -0.168 3.816
O: -0.028 1.195 3.437
O: -0.895 -1.004 4.164
C: 1.201 -0.974 2.578
C: 0.988 -2.311 2.315
C: 1.705 -2.917 1.298
C: 2.624 -2.189 0.549
C: 3.271 -2.812 -0.654
C: 2.479 -2.402 -1.913
N: 1.064 -2.640 -1.752
C: 0.220 -1.644 -1.375
O: 0.568 -0.482 -1.356
C: -1.181 -2.144 -1.009
N: -2.110 -1.158 -0.509
C: -2.490 -0.172 -1.511
C: -3.579 0.742 -0.934
N: -3.219 1.389 0.307
C: -2.508 2.650 0.227
C: -1.126 2.644 -0.390
C: 0.011 2.514 0.400
C: 1.270 2.493 -0.175
C: 1.420 2.573 -1.547
C: 0.289 2.697 -2.338
C: 0.412 2.790 -3.828
F: 1.580 2.327 -4.300
F: -0.551 2.109 -4.476
F: 0.316 4.064 -4.274
C: -0.974 2.758 -1.766
C: -2.742 0.412 1.260
C: -1.650 -0.513 0.714
C: 2.845 -0.851 0.857
C: 2.135 -0.242 1.876
H: 1.433 0.799 5.461
H: 0.988 -0.753 5.859
H: 0.250 -2.846 2.892
H: 1.539 -3.961 1.076
H: 3.270 -3.900 -0.560
H: 4.301 -2.473 -0.764
H: 2.586 -1.329 -2.084
H: 2.847 -2.948 -2.785
H: 0.757 -3.597 -1.677
H: -1.070 -2.917 -0.239
H: -1.623 -2.607 -1.899
H: -2.896 -0.706 -2.376
H: -1.628 0.419 -1.841
H: -3.856 1.498 -1.670
H: -4.461 0.125 -0.723
H: -2.435 3.030 1.250
H: -3.146 3.331 -0.347
H: -0.093 2.416 1.471
H: 2.147 2.414 0.448
H: 2.398 2.534 -2.002
H: -1.839 2.879 -2.402
H: -2.366 0.914 2.151
H: -3.604 -0.204 1.542
H: -1.449 -1.289 1.457
H: -0.727 0.060 0.550
H: 3.557 -0.282 0.279
H: 2.270 0.797 2.123

=====

Entry from OMol25: C22H27F3N7O10P2Y as an isolated structure (ωB97M-V/def2-TZVPD).

The energy above the lowest of the compared OMol25 structures with the same formula, charge and spin is 10.38 kcal per mole. The calculation puts the gap between HOMO and LUMO at 0.278 Ha.

Positions of all 72 atoms, in Å:
Y: 0.158 -0.010 0.254
O: -0.785 -0.068 2.206
C: -0.326 -0.032 3.426
C: -0.993 0.732 4.406
C: -0.531 0.813 5.700
C: 0.619 0.127 6.082
C: 1.284 -0.632 5.142
C: 0.842 -0.735 3.818
C: 1.595 -1.551 2.864
N: 1.365 -1.735 1.569
C: 2.361 -2.564 1.100
C: 3.194 -2.900 2.115
N: 2.696 -2.257 3.224
H: -1.888 1.259 4.100
H: -1.067 1.417 6.422
H: 0.992 0.190 7.095
H: 2.180 -1.148 5.465
H: 2.436 -2.815 0.056
H: 4.081 -3.505 2.150
H: 3.103 -2.272 4.141
O: 2.015 3.836 0.936
P: 1.624 2.384 0.451
O: 1.875 1.280 1.437
O: 0.187 2.325 -0.007
O: 2.580 2.145 -0.823
P: 3.100 0.689 -1.358
O: 4.369 0.382 -0.427
O: 3.499 0.829 -2.770
O: 2.035 -0.309 -0.954
H: 2.771 3.831 1.530
H: 5.173 0.667 -0.869
F: -7.049 1.916 0.624
C: -6.341 2.247 -0.468
F: -7.011 1.778 -1.529
F: -6.353 3.585 -0.548
C: -4.938 1.710 -0.393
C: -4.475 0.780 -1.306
C: -3.169 0.335 -1.172
N: -2.352 0.754 -0.212
C: -2.809 1.647 0.667
C: -4.095 2.157 0.612
H: -5.101 0.415 -2.106
H: -2.747 -0.378 -1.871
H: -2.109 1.961 1.429
H: -4.421 2.888 1.339
N: -2.574 -4.448 -1.581
C: -2.541 -4.249 -0.116
C: -2.301 -2.789 0.256
N: -1.006 -2.278 -0.182
H: -2.716 -5.435 -1.775
H: -1.666 -4.018 -2.977
H: -3.389 -3.975 -1.963
H: -1.734 -4.865 0.285
H: -3.470 -4.587 0.356
H: -2.388 -2.657 1.335
H: -3.084 -2.169 -0.189
H: -0.923 -2.413 -1.193
H: -0.268 -2.819 0.265
C: 0.936 1.032 -4.403
N: 0.388 -0.327 -4.297
C: 0.592 -1.248 -5.268
C: 0.111 -2.513 -5.179
C: -0.628 -2.801 -4.004
O: -1.155 -4.003 -3.844
N: -0.807 -1.926 -3.051
C: -0.275 -0.675 -3.135
O: -0.416 0.141 -2.225
H: 1.070 1.258 -5.459
H: 1.887 1.085 -3.869
H: 0.221 1.724 -3.967
H: 1.163 -0.899 -6.116
H: 0.272 -3.249 -5.949

=====

Entry from OMol25: one molecule with the formula C22H27N3O2 (ωB97M-V/def2-TZVPD).

The energy above the lowest of the compared OMol25 structures with the same formula, charge and spin is 0.00 kcal per mole. The calculation puts the gap between HOMO and LUMO at 0.350 Ha. As for the SMILES: CCc1cccc(C)c1NC(=O)[C@H]1CCCN1C(=O)NCc1ccccc1.

Positions of all 54 atoms, in Å:
C: 2.073 0.460 2.991
C: 1.715 1.429 1.860
C: 2.778 1.450 0.795
C: 3.792 2.395 0.843
C: 4.780 2.423 -0.124
C: 4.769 1.492 -1.145
C: 3.778 0.521 -1.221
C: 3.806 -0.503 -2.311
C: 2.778 0.518 -0.247
N: 1.754 -0.461 -0.277
C: 0.869 -0.664 -1.275
O: 0.865 -0.098 -2.347
C: -0.165 -1.745 -0.927
C: 0.436 -3.153 -1.060
C: -0.361 -3.967 -0.043
C: -0.524 -2.984 1.111
N: -0.594 -1.685 0.458
C: -1.325 -0.676 1.026
O: -1.776 -0.776 2.152
N: -1.406 0.473 0.287
C: -2.283 1.551 0.713
C: -3.629 1.457 0.044
C: -3.947 2.261 -1.042
C: -5.170 2.130 -1.676
C: -6.083 1.188 -1.235
C: -5.769 0.376 -0.157
C: -4.548 0.510 0.479
H: 2.970 0.797 3.506
H: 2.265 -0.543 2.612
H: 1.257 0.403 3.706
H: 0.751 1.151 1.431
H: 1.612 2.431 2.281
H: 3.799 3.121 1.644
H: 5.560 3.167 -0.079
H: 5.546 1.508 -1.895
H: 3.002 -0.312 -3.021
H: 3.656 -1.503 -1.905
H: 4.756 -0.474 -2.838
H: 1.501 -0.861 0.617
H: -1.015 -1.632 -1.617
H: 1.491 -3.133 -0.779
H: 0.354 -3.533 -2.076
H: -1.336 -4.230 -0.455
H: 0.151 -4.879 0.258
H: 0.341 -3.019 1.786
H: -1.423 -3.145 1.708
H: -1.209 0.442 -0.701
H: -1.796 2.502 0.477
H: -2.387 1.450 1.797
H: -3.234 2.997 -1.390
H: -5.410 2.764 -2.518
H: -7.037 1.086 -1.730
H: -6.479 -0.360 0.190
H: -4.297 -0.119 1.320

=====

Entry from OMol25: C22H27N5O9OsP2 as an isolated structure in a non-equilibrium geometry (ωB97M-V/def2-TZVPD).

The energy above the lowest of the compared OMol25 structures with the same formula, charge and spin is 11.83 kcal per mole. The calculation puts the gap between HOMO and LUMO (spin up / spin down) at 0.204 / 0.204 Ha.

Positions of all 66 atoms, in Å:
Os: 0.938 0.513 -0.030
N: 0.843 0.709 2.045
C: 2.122 1.056 2.696
C: 3.180 0.031 2.326
C: 3.770 0.169 0.926
O: 4.971 0.120 0.782
O: 2.953 0.291 -0.089
H: 0.138 1.430 2.207
H: 0.479 -0.157 2.448
H: 1.987 1.089 3.780
H: 2.399 2.053 2.352
H: 2.748 -0.973 2.422
H: 4.018 0.090 3.018
C: -1.790 -1.439 -2.623
C: -1.806 0.081 -2.623
O: -2.744 0.533 -3.590
P: -0.170 0.762 -3.050
O: -0.368 2.317 -3.069
O: 0.066 0.331 -4.556
O: 0.940 0.258 -2.182
P: -2.228 0.843 -1.001
O: -3.574 0.112 -0.536
O: -2.457 2.280 -1.325
O: -1.168 0.419 -0.010
H: -1.634 -1.807 -3.637
H: -2.745 -1.813 -2.256
H: -0.990 -1.816 -1.987
H: -2.978 1.443 -3.357
H: -0.988 2.625 -2.372
H: 0.927 0.592 -4.891
H: -4.312 0.723 -0.568
N: 0.982 2.380 -0.080
C: 1.648 3.296 -0.839
C: 1.204 4.633 -0.813
C: 1.822 5.598 -1.583
C: 2.911 5.261 -2.383
C: 3.376 3.947 -2.401
C: 2.756 2.971 -1.645
H: 0.356 4.873 -0.184
H: 1.463 6.618 -1.559
H: 3.398 6.018 -2.984
H: 4.231 3.688 -3.010
H: 3.122 1.953 -1.637
C: 1.826 -3.793 -0.405
C: 1.880 -2.411 -0.396
N: 0.876 -1.665 0.103
C: -0.195 -2.278 0.606
C: -0.328 -3.667 0.656
C: 0.715 -4.426 0.114
C: -1.513 -4.332 1.144
C: -2.606 -3.889 1.855
C: -2.851 -2.707 2.663
C: -4.144 -2.498 3.145
C: -4.363 -1.392 3.940
N: -3.388 -0.541 4.262
C: -2.191 -0.834 3.760
N: -1.856 -1.856 2.986
H: 2.650 -4.355 -0.821
H: 2.721 -1.856 -0.787
H: -0.979 -1.630 0.961
H: 0.644 -5.507 0.109
H: -1.575 -5.373 0.846
H: -3.438 -4.584 1.867
H: -4.947 -3.177 2.895
H: -5.349 -1.176 4.336
H: -1.389 -0.155 4.027

=====

Entry from OMol25: C22H27N6O2PdS2 as an isolated structure (ωB97M-V/def2-TZVPD).

The calculation puts the gap between HOMO and LUMO (spin up / spin down) at 0.235 / 0.249 Ha. The total charge is -1. Its multiplicity is 3.

Positions of all 60 atoms, in Å:
Pd: 0.685 0.166 -0.246
C: -2.793 -2.364 0.464
C: -1.651 -1.737 -0.303
N: -0.573 -1.399 0.341
N: -0.452 -1.821 1.640
C: 0.421 -1.259 2.403
S: 1.319 0.190 2.150
S: 0.738 -2.162 3.911
C: 1.132 -3.892 3.329
C: 1.412 -4.046 1.864
C: 0.596 -4.845 1.074
C: 0.799 -4.929 -0.297
C: 1.806 -4.191 -0.896
C: 2.627 -3.387 -0.114
C: 2.448 -3.337 1.259
C: -1.789 -1.575 -1.745
C: -3.001 -1.989 -2.337
C: -3.239 -1.942 -3.690
C: -2.229 -1.469 -4.539
C: -1.041 -1.038 -4.014
C: -0.765 -1.044 -2.612
O: 0.377 -0.602 -2.236
H: -2.568 -2.335 1.523
H: -2.927 -3.407 0.164
H: -3.724 -1.828 0.280
H: 0.286 -4.507 3.627
H: 2.003 -4.159 3.927
H: -0.226 -5.383 1.533
H: 0.143 -5.544 -0.902
H: 1.937 -4.218 -1.970
H: 3.406 -2.799 -0.581
H: 3.079 -2.701 1.868
H: -3.788 -2.372 -1.702
H: -4.194 -2.261 -4.088
H: -2.393 -1.442 -5.611
H: -0.249 -0.658 -4.647
C: -0.176 5.918 0.672
C: 0.912 5.271 1.530
C: 0.388 3.995 2.193
C: 2.171 4.983 0.688
N: 2.025 3.805 -0.144
C: 2.453 2.567 0.083
N: 2.009 1.795 -0.880
N: 1.323 2.608 -1.727
N: 1.337 3.808 -1.301
H: -1.047 6.152 1.287
H: -0.488 5.230 -0.116
H: 0.177 6.842 0.207
H: 1.222 5.977 2.306
H: -0.018 3.291 1.458
H: -0.416 4.239 2.891
H: 1.174 3.484 2.757
H: 3.028 4.809 1.337
H: 2.390 5.823 0.029
H: 3.029 2.252 0.937
C: -1.838 1.886 -0.630
O: -0.722 1.809 0.185
H: -2.692 2.306 -0.068
H: -2.178 0.909 -1.006
H: -1.679 2.526 -1.517

=====

| no. | electronic energy (eV) |
| --- | --- |
| 1 | -35519.586 |
| 2 | -79471.419 |
| 3 | -135401.765 |
| 4 | -54343.862 |
| 5 | -81948.051 |
| 6 | -31819.731 |
| 7 | -70181.319 |
| 8 | -61437.117 |